1.
C42H54Br30F3NO3S2 as an isolated structure. Source: OMol25; level of theory: ωB97M-V/def2-TZVPD.

Geometry as XYZ:
```
135
Properties=species:S:1:pos:R:3:lowdin_charge:R:1
Br -7.12 -3.51 2.22 0.563
Br -8.02 -7.56 -2.17 0.540
Br 4.90 7.59 0.69 0.555
Br -3.51 -6.07 4.37 0.554
Br -5.43 -10.60 0.95 0.540
Br -7.90 -3.86 -0.86 0.561
Br 0.91 -11.34 3.03 0.523
Br 4.91 4.39 0.85 0.578
Br 0.41 -14.16 4.46 0.565
Br -8.17 -9.86 -4.39 0.572
Br -0.90 -11.51 5.69 0.548
Br 0.46 -7.94 3.59 0.546
Br 7.15 7.51 -2.58 0.540
Br -5.81 -5.87 0.50 0.570
Br 2.34 -5.59 4.66 0.680
Br -6.44 -13.15 2.60 0.573
Br 6.45 6.87 -5.62 0.706
Br -8.84 -10.53 -1.33 0.553
Br 11.89 3.66 -5.02 0.555
Br 3.29 -8.64 4.93 0.574
Br 7.66 5.98 0.46 0.537
Br -3.32 -12.46 2.50 0.561
Br -3.51 2.45 6.06 0.599
Br -4.72 5.26 5.09 0.614
Br -6.52 -5.62 5.36 0.552
Br -5.48 -8.58 4.70 0.593
Br 13.82 6.14 -5.61 0.560
Br 9.51 6.89 -4.65 0.556
Br -2.26 5.20 7.14 0.573
Br 12.64 5.69 -2.67 0.546
S -0.27 -3.20 4.95 0.754
S 2.23 1.11 2.09 1.019
F 3.24 -1.55 3.02 0.065
F 2.82 -0.17 4.71 0.084
F 2.52 -2.33 4.95 0.060
O 4.45 2.97 -5.83 -0.058
O 3.88 4.91 -6.83 0.099
O -0.56 2.62 1.57 -0.113
N -0.56 1.42 0.82 -0.062
C -1.80 3.34 1.37 -0.177
C -7.80 -9.44 -2.54 -1.628
C 2.88 1.64 -2.02 -0.163
C 0.35 1.67 -1.56 -0.085
C -1.05 1.85 -2.22 -0.140
C -1.64 -0.47 2.09 -0.100
C 5.88 6.01 1.23 -1.610
C 1.78 -7.43 4.90 -1.578
C -0.43 0.32 1.80 -0.114
C -0.25 -1.85 3.74 -0.486
C 0.55 1.46 -0.11 -0.130
C 0.60 -12.25 4.71 -1.612
C -2.80 3.11 2.57 -0.204
C 4.16 4.34 -5.80 -0.518
C 4.18 5.18 -4.49 -0.084
C 4.29 0.64 -4.02 -0.172
C -5.34 -6.69 4.27 -1.623
C -3.41 -2.36 -1.02 -0.105
C -3.12 0.00 -0.06 -0.213
C 3.37 0.81 -5.30 -0.162
C -2.42 -1.12 -0.93 -0.209
C -4.65 4.55 1.35 -0.117
C 7.74 7.65 -4.41 -1.583
C -0.71 4.81 -1.62 -0.249
C 0.27 6.04 -1.34 -0.103
C 0.83 0.01 2.50 -0.290
C -4.32 3.23 2.18 -0.283
C 0.96 -1.10 3.47 -0.105
C -0.38 4.29 -3.06 -0.216
C -7.37 -4.76 0.77 -1.601
C -1.03 2.89 -3.43 -0.190
C 3.16 2.28 -5.76 -0.171
C 4.14 1.76 -2.92 -0.146
C 3.09 1.44 -0.59 -0.070
C -1.51 -1.55 3.07 -0.043
C 2.35 -1.30 4.07 -0.520
C -3.06 -0.26 1.49 -0.133
C 1.50 1.75 -2.48 0.019
C 1.96 1.36 0.30 -0.379
C -5.12 -11.75 2.47 -1.634
C 13.23 4.85 -4.30 -1.628
C -3.86 4.30 6.53 -1.601
H -4.65 2.38 1.51 0.095
H 0.82 -3.97 4.60 -0.272
H -1.43 -1.38 -0.48 0.108
H -3.62 -1.23 1.67 0.112
H -4.56 4.26 0.27 0.070
H -3.63 -2.55 -2.11 0.071
H 4.13 1.33 -0.18 0.102
H 5.04 1.66 -2.25 0.118
H -8.18 -5.41 1.05 -0.022
H 5.35 0.68 -4.38 0.114
H -2.40 -2.15 3.34 0.104
H -2.95 -3.31 -0.63 0.070
H -4.55 4.28 7.37 -0.031
H 0.73 4.25 -3.19 0.089
H -2.78 1.04 -0.25 0.058
H 6.01 6.07 2.31 -0.029
H 1.33 5.67 -1.33 0.073
H 1.35 1.90 -3.57 0.081
H -5.23 -11.13 3.35 -0.095
H -6.76 -9.68 -2.36 -0.035
H -2.25 3.16 0.36 0.098
H 5.10 4.96 -3.89 0.068
H 3.87 0.25 -6.14 0.118
H -1.84 2.22 -1.52 0.082
H -0.51 4.07 -0.80 0.072
H -3.59 0.50 2.11 0.099
H 2.39 0.32 -5.06 0.113
H 7.82 8.70 -4.65 -0.028
H -2.08 3.05 -3.83 0.114
H 4.15 -0.39 -3.58 0.119
H -4.41 -2.15 -0.55 0.059
H 2.64 2.35 -6.75 0.139
H -2.52 2.13 3.04 0.080
H 0.19 6.70 -2.25 0.072
H 14.09 4.24 -4.05 -0.031
H -4.21 -0.02 -0.34 0.114
H -0.02 6.55 -0.39 0.070
H -0.46 2.45 -4.30 0.096
H -0.76 5.05 -3.80 0.115
H -5.74 4.79 1.50 0.073
H -1.52 4.43 1.41 0.129
H -1.79 5.11 -1.53 0.115
H -2.60 3.91 3.34 0.082
H 4.08 6.27 -4.68 0.044
H -2.35 -0.72 -1.97 0.080
H -3.97 5.39 1.62 0.072
H 1.30 -7.49 5.87 -0.020
H 2.58 2.81 -4.95 0.103
H -5.66 -6.58 3.24 -0.105
H 1.48 -12.09 5.32 -0.032
H 4.20 2.80 -3.34 0.087
H 3.30 4.81 -3.87 0.082
H -1.31 0.86 -2.70 0.106
H -4.95 3.13 3.10 0.058
```

HOMO-LUMO gap in eV: 7.8
Max |F| in eV Å⁻¹: 3.64
LUMO energy in eV: -0.464

2.
A 2-piece molecular cluster, C2H7N3 overall. Source: OMol25; level of theory: ωB97M-V/def2-TZVPD.

Geometry as XYZ:
```
12
Properties=species:S:1:pos:R:3:lowdin_charge:R:1
N 1.77 0.24 -0.43 -0.105
N 1.49 -1.09 0.07 -0.075
N -3.36 -0.69 -0.26 0.128
C -2.36 -0.12 -0.16 -0.283
C -1.13 0.58 0.11 -0.106
H 1.04 -1.01 0.97 0.047
H -0.64 0.14 0.97 0.065
H 2.77 0.34 -0.50 0.060
H 0.79 -1.48 -0.54 0.052
H -0.49 0.49 -0.76 0.064
H 1.47 0.97 0.22 0.060
H -1.34 1.64 0.31 0.095
```

ΔE to the lowest compared entry with this formula, charge and spin in kcal per mole: 40.4
HOMO-LUMO gap in eV: 10.3
SMILES: CC#N.NN
Max |F| in eV Å⁻¹: 2.56
LUMO energy in eV: 0.578

3.
One molecule with the formula C2H6N2O. Source: OMol25; level of theory: ωB97M-V/def2-TZVPD.

Geometry as XYZ:
```
11
Properties=species:S:1:pos:R:3:lowdin_charge:R:1
O 1.80 0.57 -0.09 -0.116
N 0.27 -1.18 0.64 0.037
N 0.47 0.80 -0.40 -0.082
C -2.04 0.00 -0.26 0.008
C -0.35 -0.25 0.01 -0.389
H 0.39 1.73 -0.10 0.115
H 1.56 -0.29 0.50 0.073
H -0.30 -1.95 1.34 0.172
H -2.36 0.70 0.44 0.023
H -2.48 -1.06 -0.34 0.084
H -2.07 0.42 -1.32 0.073
```

ΔE to the lowest compared entry with this formula, charge and spin in kcal per mole: 98.1
HOMO-LUMO gap in eV: 9.6
SMILES: [H]/N=C(\C)NO
Max |F| in eV Å⁻¹: 5.53
LUMO energy in eV: 0.820

4.
AsF6H26O13 as an isolated structure. Source: OMol25; level of theory: ωB97M-V/def2-TZVPD.

Geometry as XYZ:
```
46
Properties=species:S:1:pos:R:3:lowdin_charge:R:1
As -0.13 -0.23 -0.11 0.859
F -0.56 -1.14 1.36 -0.273
F 1.19 0.55 0.81 -0.258
F -1.14 1.08 0.37 -0.210
F 0.46 0.59 -1.58 -0.241
F -1.41 -1.09 -0.94 -0.244
F 0.84 -1.55 -0.61 -0.224
O 0.16 0.97 -4.86 -0.054
O 3.67 -3.43 -0.52 -0.051
O 3.38 -1.08 -2.30 -0.065
O 4.32 -0.46 1.56 -0.056
O -3.20 2.95 1.04 -0.049
O -4.01 -0.71 0.51 -0.062
O -2.76 2.92 -1.71 -0.080
O 2.69 2.65 0.16 -0.060
O -1.81 -3.33 -2.60 -0.070
O -2.00 -3.00 2.72 -0.075
O 0.95 -1.39 3.47 -0.073
O -1.92 1.54 3.51 -0.042
O 1.38 3.25 -2.54 -0.068
H 2.51 -0.69 -2.39 0.002
H -2.42 2.43 1.27 -0.001
H -1.19 -3.17 -3.32 0.029
H 0.49 -0.81 2.86 -0.009
H 4.32 -1.05 2.32 0.029
H -1.83 3.16 -1.75 0.021
H -1.35 -3.00 -1.81 0.003
H 0.13 0.17 -5.38 0.029
H 3.28 -1.70 -1.56 -0.019
H 2.86 -3.17 -0.04 0.036
H -2.94 2.75 -0.76 -0.020
H -3.96 -1.66 0.34 0.023
H -1.50 2.25 3.03 0.025
H 0.46 -1.32 4.30 0.031
H 0.73 2.55 -2.60 -0.015
H 0.08 0.66 -3.94 0.008
H 2.69 3.30 0.87 0.040
H -1.62 -2.21 2.29 -0.003
H 2.15 1.90 0.50 0.000
H 1.77 3.15 -1.66 -0.009
H -2.65 -3.33 2.09 0.018
H -1.98 1.87 4.42 0.040
H 3.44 -0.07 1.55 0.007
H 4.15 -3.98 0.11 0.041
H -4.12 -0.32 -0.36 0.037
H -3.59 3.19 1.89 0.053
```

ΔE to the lowest compared entry with this formula, charge and spin in kcal per mole: 36.2
Charge: -1
HOMO-LUMO gap in eV: 10.1
Max |F| in eV Å⁻¹: 1.50
LUMO energy in eV: 2.067

5.
A 3-piece molecular cluster, C3H10O3S overall. Source: OMol25; level of theory: ωB97M-V/def2-TZVPD.

Geometry as XYZ:
```
17
Properties=species:S:1:pos:R:3:lowdin_charge:R:1
S 2.20 0.96 -3.47 -0.023
O -1.70 0.19 3.43 -0.553
O -2.22 -0.29 5.99 -0.179
O -0.43 -1.04 0.58 -0.101
C 0.71 -0.47 -1.54 -0.314
C -0.61 -0.77 -0.80 -0.286
C 0.60 0.57 -2.64 -0.814
H -2.70 0.42 5.54 -0.011
H -1.33 -0.55 2.94 -0.172
H 1.06 -1.42 -1.97 0.088
H 1.47 -0.20 -0.82 0.083
H -0.18 0.25 -3.34 0.030
H -1.74 -0.59 5.18 -0.018
H -1.04 -1.69 -1.22 0.097
H -0.92 -0.46 1.18 0.041
H -1.32 0.05 -0.94 0.105
H 0.29 1.53 -2.21 0.026
```

ΔE to the lowest compared entry with this formula, charge and spin in kcal per mole: 16.6
Charge: -2
HOMO-LUMO gap in eV: 6.1
Max |F| in eV Å⁻¹: 0.92
LUMO energy in eV: 5.763

Question: Look up the max |F| of the first one.
Answer: 3.64 eV Å⁻¹

Question: What is the formula in the fifth record?
Answer: C3H10O3S